[1]
Entry from OMol25: a cluster of 2 separate species, C7H13N2 in total (wB97M-V/def2-TZVPD).

total energy: -383.6141 Eh
LUMO: -4.5 eV
energy above the lowest of the compared OMol25 structures with the same formula, charge and spin: 127.4 kcal per mole

Structure (ORCA input):
```
! RIJCOSX wB97M-V def2-TZVPD def2/J DEFGRID3
* xyz 1 1
C 1.693 1.893 0.813
C 0.863 1.293 1.666
C 1.710 -0.374 0.185
C 1.579 -1.478 -0.813
C -1.860 -1.280 0.115
C -1.597 0.975 -1.039
C -1.619 0.160 0.171
N 1.386 0.950 -0.251
N 0.517 0.270 0.688
H 2.351 2.732 0.753
H 0.475 1.382 2.658
H 2.513 -0.496 0.913
H 2.539 -1.608 -1.308
H 0.833 -1.238 -1.564
H 1.324 -2.410 -0.316
H -1.497 -1.742 -0.800
H -1.484 -1.806 0.989
H -2.949 -1.407 0.143
H -0.966 0.549 -1.818
H -1.321 2.011 -0.852
H -2.622 0.970 -1.437
H -1.866 0.655 1.105
*
```

***

[2]
Entry from OMol25: a cluster of 2 separate species, CH2NO3S in total (wB97M-V/def2-TZVPD).

total energy: -717.9487 Eh
LUMO: 3.8 eV
energy above the lowest of the compared OMol25 structures with the same formula, charge and spin: 58.2 kcal per mole

Structure (ORCA input):
```
! RIJCOSX wB97M-V def2-TZVPD def2/J DEFGRID3
* xyz -1 1
C -2.149 -0.347 0.348
N 0.077 -1.156 -0.329
O 0.919 -0.976 0.830
O -2.870 -0.761 -0.460
O -1.728 0.220 1.275
S 0.506 -0.220 -1.610
H -0.100 1.031 -1.406
H 0.488 -0.285 1.356
*
```

***

no.,HOMO (eV),gap between HOMO and LUMO (eV)
1,-14.00,9.46
2,-2.84,6.63